(1)
Computed, not measured: a gas-phase ion, CH7BN3O3 (charge +1), with wB97M-V/def2-TZVPD.

E_HOMO = -13.97 eV
charge = +1
ΔE to the lowest compared entry with this formula, charge and spin = 80.3 kJ/mol
structure (SMILES) = NC(N)=[NH+]OB(O)O

Element x y z (Å)
1 B 1.7373 -0.9894 0.2562
2 C -0.9986 0.6454 -0.2510
3 N -1.7516 1.5156 0.3965
4 N -1.6315 -0.4222 -0.7710
5 N 0.2454 0.9649 -0.6307
6 O 0.9823 -0.9625 1.3317
7 O 2.8828 -1.5877 0.0415
8 O 1.1793 0.1185 -1.0900
9 H -2.6976 1.0246 0.4084
10 H -1.4854 2.0391 1.2447
11 H -2.5837 -0.5141 -0.5108
12 H -1.3480 -0.9416 -1.6417
13 H 0.6892 1.6929 -0.1746
14 H 1.4608 -1.2518 2.1838
15 H 3.3191 -1.3316 -0.7932

(2)
Computed, not measured: 2 unconnected molecules or ions with the total composition C2H4IN, with wB97M-V/def2-TZVPD.

E_HOMO = -10.06 eV
ΔE to the lowest compared entry with this formula, charge and spin = 29.5 kJ/mol
structure (SMILES) = CC#N.I

Element x y z (Å)
1 C 1.4306 0.3625 -0.3047
2 C 1.4634 -0.8074 0.5321
3 N 1.1215 1.2737 -0.9462
4 I -4.1401 1.0232 -0.0612
5 H -4.4904 1.4661 -1.5201
6 H 1.9602 -1.6870 -0.0325
7 H 0.5025 -0.9221 0.8903
8 H 2.1524 -0.7090 1.4423